# 1
DFT (the ωB97M-V functional and the def2-TZVPD basis) results for a structure of composition C42H40BF9N10OPd.

Cartesian coordinates (Å):
Pd 0.303 0.171 -0.273
C 2.670 1.362 4.389
C 1.527 0.762 3.647
C 0.621 -0.189 4.087
C -0.241 -0.403 3.016
N 0.117 0.371 1.982
N 1.199 1.080 2.387
B 1.845 2.173 1.488
N 2.838 1.524 0.514
N 2.412 0.719 -0.493
C 3.497 0.353 -1.201
C 4.624 0.930 -0.613
C 4.172 1.672 0.457
C 4.959 2.537 1.381
C 3.545 -0.452 -2.479
C 2.161 -0.828 -2.975
C 4.367 -1.725 -2.238
C 4.238 0.397 -3.555
N 0.743 2.926 0.729
N -0.194 2.323 -0.059
C -1.066 3.268 -0.427
C -0.673 4.494 0.116
C 0.470 4.242 0.840
C 1.289 5.207 1.627
C -2.323 3.076 -1.238
C -3.518 3.570 -0.411
C -2.547 1.617 -1.606
C -2.217 3.897 -2.531
C -1.474 -1.277 3.089
C -2.321 -0.848 4.297
C -1.040 -2.743 3.238
C -2.301 -1.088 1.818
H 2.685 0.977 5.406
H 2.596 2.448 4.430
H 3.617 1.107 3.915
H 0.583 -0.625 5.070
H 2.434 2.934 2.183
H 5.642 0.855 -0.953
H 5.994 2.564 1.049
H 4.940 2.163 2.403
H 4.576 3.556 1.394
H 1.666 -1.502 -2.276
H 2.236 -1.343 -3.934
H 1.545 0.061 -3.119
H 3.877 -2.374 -1.509
H 5.363 -1.491 -1.863
H 4.479 -2.281 -3.170
H 3.688 1.321 -3.736
H 4.289 -0.162 -4.490
H 5.254 0.658 -3.266
H -1.159 5.446 0.002
H 0.864 6.202 1.520
H 2.320 5.235 1.276
H 1.304 4.952 2.686
H -3.620 2.995 0.513
H -4.438 3.466 -0.989
H -3.412 4.618 -0.138
H -2.461 0.958 -0.732
H -1.822 1.313 -2.356
H -3.546 1.507 -2.026
H -2.110 4.958 -2.313
H -3.116 3.767 -3.136
H -1.353 3.585 -3.121
H -1.771 -1.002 5.223
H -3.241 -1.433 4.368
H -2.582 0.209 4.235
H -0.358 -2.835 4.081
H -0.516 -3.096 2.347
H -1.875 -3.415 3.465
H -2.702 -0.080 1.726
H -3.225 -2.993 2.128
H -1.710 -1.337 0.930
F -4.883 0.127 -3.827
C -4.707 -0.894 -3.008
C -5.472 -0.964 -1.849
F -6.334 0.004 -1.587
C -5.214 -1.942 -0.895
C -4.278 -2.933 -1.192
C -3.485 -2.829 -2.309
F -2.487 -3.687 -2.480
C -3.628 -1.754 -3.187
C -2.443 -1.331 -3.950
C -1.364 -1.094 -3.061
N -0.693 -0.790 -2.174
C -2.417 -0.913 -5.277
N -2.398 -0.566 -6.381
F -4.038 -3.920 -0.321
C -5.615 -1.726 0.531
C -4.575 -1.851 1.309
N -3.449 -2.047 1.799
C -6.918 -1.327 0.956
N -7.966 -1.002 1.284
F 3.921 -6.324 -0.618
C 3.219 -5.256 -0.337
C 3.595 -4.444 0.746
F 4.656 -4.775 1.458
C 2.861 -3.327 1.033
F 3.197 -2.538 2.035
C 1.712 -2.941 0.235
O 1.088 -1.897 0.505
C 1.361 -3.831 -0.849
F 0.279 -3.535 -1.565
C 2.091 -4.946 -1.128
F 1.766 -5.751 -2.123

E_tot: -3298.0833 a.u.
Expectation value of S²: 6.06
Energy above the lowest of the compared OMol25 structures with the same formula, charge and spin: 118.9 kJ/mol
Net charge: +2
Spin multiplicity: 5
Frontier orbital gap (alpha / beta): 6.461 / 5.105 eV
HOMO level (alpha / beta): -13.48 / -13.47 eV

# 2
DFT (the ωB97M-V functional and the def2-TZVPD basis) results for a structure of composition C26H43Cl3O2P2Yb at a distorted geometry.

Cartesian coordinates (Å):
Yb -0.733 -0.106 2.736
C 0.991 0.301 4.832
C 2.013 0.833 3.998
C 0.226 2.259 3.907
C -0.098 1.226 4.824
C 1.544 2.049 3.443
C 1.078 -0.959 5.603
H 1.682 -1.715 5.072
H 0.084 -1.392 5.804
H 1.564 -0.794 6.582
C -1.389 1.158 5.548
H -1.505 0.247 6.151
H -2.260 1.191 4.863
H -1.487 2.039 6.209
C -0.656 3.403 3.585
H -0.664 4.138 4.403
H -1.701 3.091 3.433
H -0.322 3.925 2.684
C 2.313 2.975 2.583
H 2.879 3.708 3.181
H 1.647 3.549 1.929
H 3.042 2.453 1.955
C 3.355 0.247 3.773
H 4.129 0.687 4.427
H 3.686 0.419 2.739
H 3.362 -0.836 3.956
C -0.684 -2.059 1.177
C 0.392 -2.291 1.966
C 1.822 -2.381 1.521
C 2.217 -1.501 0.311
C 1.805 -0.067 0.437
C 0.627 0.473 0.084
C -0.457 -0.244 -0.679
C -0.726 -1.722 -0.290
H 2.066 -3.433 1.273
H 1.862 -1.963 -0.622
H 2.459 -2.123 2.384
H -0.075 -2.395 -0.883
H -1.688 -2.258 1.597
H 0.218 -2.682 2.978
H -1.764 -1.940 -0.610
H -1.391 0.341 -0.560
H 0.472 1.557 0.209
H -0.251 -0.238 -1.769
H 3.319 -1.515 0.265
H 2.596 0.576 0.836
P -0.979 -0.391 -4.903
P -0.637 2.271 -6.376
C -0.991 -0.490 -6.775
C -1.346 0.866 -7.389
H -1.724 -1.255 -7.063
H 0.005 -0.826 -7.103
H -0.965 0.959 -8.415
H -2.437 1.011 -7.410
C -1.436 3.647 -7.307
H -0.982 4.595 -6.983
H -2.509 3.666 -7.067
H -1.295 3.516 -8.389
C 1.009 2.365 -7.203
H 0.895 2.373 -8.295
H 1.634 1.519 -6.897
H 1.496 3.295 -6.880
C -2.428 -1.478 -4.568
H -2.477 -1.688 -3.490
H -2.342 -2.420 -5.128
H -3.346 -0.953 -4.866
C 0.372 -1.600 -4.575
H 1.333 -1.146 -4.862
H 0.212 -2.523 -5.150
H 0.399 -1.828 -3.497
Cl -3.672 -4.414 5.741
C -2.569 -3.668 4.573
Cl -0.939 -4.393 4.717
Cl -3.206 -3.968 2.945
C -2.317 -2.117 4.867
O -2.276 -1.808 6.063
O -2.081 -1.350 3.843

E_tot: -4388.6987 a.u.
Expectation value of S²: 0.77
Energy above the lowest of the compared OMol25 structures with the same formula, charge and spin: 0.0 kJ/mol
Net charge: +1
Spin multiplicity: 2
Frontier orbital gap (alpha / beta): 6.172 / 3.960 eV
HOMO level (alpha / beta): -9.42 / -9.42 eV